(1)
Entry from OMol25: a single C2H6N2O molecule in a non-equilibrium geometry (ωB97M-V/def2-TZVPD).

Values from the calculation:
**SMILES**: CNC(N)=O
**Charge**: 0
**Energy relative to the best compared isomer or geometry (same formula, charge and spin)**: 0.763 eV
**LUMO**: 0.78 eV

The geometry in XYZ format:
```
11
Properties=species:S:1:pos:R:3:forces:R:3:mulliken_charge:R:1
C 1.0890 -1.1648 -0.4834 0.572 -2.334 0.455 -0.677
N 0.0021 -0.1972 -0.5560 0.400 0.876 -2.793 -0.243
C -0.4102 0.4079 0.5891 1.238 0.256 2.269 0.595
N -1.3161 1.4247 0.5006 -0.268 0.106 -0.029 -0.410
O 0.0558 0.1126 1.7192 -1.045 0.139 -2.073 -0.659
H 2.1845 -0.7474 -0.5911 -2.213 -0.540 0.389 0.229
H 0.9303 -1.6822 0.5972 0.782 1.123 -2.752 0.261
H 0.9438 -1.9783 -1.3499 0.299 1.768 2.009 0.240
H -0.1131 0.3150 -1.5032 0.104 -1.193 2.520 0.252
H -1.7648 1.7712 -0.3416 0.230 -0.373 0.481 0.177
H -1.6012 1.7385 1.4192 -0.099 0.172 -0.476 0.234
```
Forces are in eV/Å.


(2)
Entry from OMol25: 8 unconnected molecules or ions with the total composition C27H69NO8 in a non-equilibrium geometry (ωB97M-V/def2-TZVPD).

Values from the calculation:
**SMILES**: CC1(C)CCCC(C)(C)N1O.CC(C)O.CC(C)O.CC(C)O.CC(C)O.CC(C)O.CC(C)O.O
**Charge**: 0
**Energy relative to the best compared isomer or geometry (same formula, charge and spin)**: 0.000 eV
**LUMO**: 0.48 eV

The geometry in XYZ format:
```
105
Properties=species:S:1:pos:R:3:forces:R:3:mulliken_charge:R:1
C 33.6630 27.0500 2.0943 0.074 -0.106 -0.513 -1.777
C 32.7320 26.3477 3.1039 0.106 0.705 0.524 1.204
C 32.4443 27.3467 4.2342 -0.401 -0.060 0.221 -1.784
C 31.3957 26.0128 2.4487 -0.257 0.395 -1.238 -0.766
C 31.4571 24.7798 1.5625 0.085 -0.594 -0.325 -1.024
C 31.9730 23.6054 2.3864 -0.678 0.408 0.822 -1.167
C 33.3446 23.8768 2.9927 1.011 -0.208 -0.728 1.813
C 33.7250 22.7589 3.9525 -0.822 -0.687 -0.221 -1.457
C 34.4255 23.8753 1.8841 0.104 0.333 0.421 -1.870
N 33.2958 25.1426 3.7222 -1.141 -0.104 0.359 1.932
O 34.4615 25.4151 4.4507 0.298 0.043 -0.247 -0.441
H 33.4280 28.1131 2.0358 0.009 0.008 0.153 0.514
H 34.7217 26.9641 2.3509 -0.039 0.068 0.113 0.199
H 33.5644 26.6767 1.0715 -0.041 -0.165 0.122 0.378
H 33.3401 27.6531 4.7701 0.057 -0.015 -0.058 0.422
H 31.9396 28.2364 3.8492 0.158 -0.006 -0.174 0.455
H 31.7527 26.8957 4.9494 0.218 -0.083 0.083 0.033
H 30.5533 25.9612 3.1423 0.301 -0.309 0.379 -0.479
H 31.1394 26.8625 1.8001 0.087 0.056 0.170 0.542
H 30.4840 24.5345 1.1260 -0.107 0.092 0.271 0.425
H 32.0809 24.9412 0.6760 0.171 0.131 0.192 0.465
H 31.9485 22.6414 1.8791 0.163 0.050 -0.164 0.831
H 31.2781 23.5265 3.2423 0.079 -0.206 -0.108 -0.311
H 33.6615 21.8232 3.3872 0.446 0.058 -0.007 0.612
H 32.9634 22.5883 4.7201 0.194 0.477 0.222 -0.576
H 34.7088 22.8948 4.3893 0.021 -0.039 0.057 0.620
H 34.4983 22.8900 1.4288 0.017 -0.007 -0.067 0.414
H 35.3875 24.1051 2.3557 0.067 -0.152 -0.172 0.424
H 34.2583 24.6285 1.1183 -0.099 -0.095 -0.104 0.304
H 35.1490 25.6771 3.8177 0.075 -0.039 0.033 0.287
C 34.0528 23.3930 7.5714 0.163 -0.693 0.898 -1.110
C 33.0563 24.5035 7.7709 -0.185 0.866 -1.056 0.652
C 33.7642 25.8175 8.0820 -0.057 -0.186 0.331 -1.472
O 32.2870 24.7005 6.5407 0.184 -0.527 0.678 -0.026
H 34.5235 23.1330 8.5270 -0.006 0.175 -0.050 0.460
H 34.8551 23.6912 6.8955 -0.141 0.024 -0.212 0.284
H 33.5888 22.4574 7.2574 -0.019 0.161 -0.279 0.022
H 32.2977 24.2927 8.5227 0.132 -0.247 0.153 0.326
H 34.4901 26.0413 7.2986 -0.052 0.022 -0.059 0.191
H 34.3029 25.7420 9.0303 -0.019 0.051 -0.007 0.432
H 33.0440 26.6321 8.1486 0.016 0.028 -0.009 0.326
H 32.9341 24.6254 5.8258 -0.259 0.225 -0.332 -0.477
C 30.1373 21.1886 10.0519 0.153 -0.571 0.571 -0.902
C 31.2909 20.2789 9.6600 0.269 0.186 -0.908 0.361
C 30.8638 19.0924 8.8147 -0.303 -0.309 0.094 -0.777
O 32.2542 21.0476 8.9119 -0.214 -0.332 0.404 -0.520
H 29.4794 21.3947 9.2075 0.085 0.119 -0.100 -0.166
H 30.5687 22.1066 10.4450 -0.206 0.146 0.023 0.330
H 29.5492 20.7017 10.8372 -0.097 0.167 -0.053 0.449
H 31.8180 19.8840 10.5287 0.039 0.294 0.161 0.328
H 31.7459 18.5496 8.4755 0.008 -0.001 -0.033 0.320
H 30.2860 19.4050 7.9407 0.129 0.109 0.035 -0.217
H 30.2341 18.3931 9.3758 0.037 0.079 0.038 0.466
H 31.7798 21.3215 8.1128 0.067 0.157 -0.239 0.024
C 30.6869 18.5837 5.2401 -0.651 -0.074 0.248 -0.814
C 31.9327 19.3008 4.7708 0.001 -0.435 -0.640 1.198
C 32.8658 18.4210 3.9512 0.126 0.307 0.112 -1.659
O 31.5282 20.3640 3.8795 0.135 0.051 0.453 -0.052
H 30.8370 17.8757 6.0582 0.269 0.087 -0.021 0.468
H 30.1785 18.0356 4.4412 0.248 0.097 -0.186 0.379
H 29.9688 19.3329 5.5855 0.100 -0.040 0.089 -0.380
H 32.4732 19.7168 5.6247 -0.048 0.131 0.002 0.031
H 33.3085 17.6152 4.5365 -0.145 -0.049 0.066 0.387
H 33.6795 19.0453 3.5770 0.008 -0.092 -0.061 0.390
H 32.3285 18.0045 3.0987 0.008 -0.047 0.000 0.329
H 31.3130 21.1118 4.4571 -0.074 0.037 0.004 -0.365
C 27.4263 26.5055 4.5211 0.130 0.315 -0.182 -1.593
C 28.0579 25.1769 4.8980 -1.030 -0.099 -0.095 1.077
C 29.0724 25.3161 5.9923 0.853 0.325 -0.498 0.078
O 27.0186 24.2903 5.4079 0.256 0.198 -0.060 -0.570
H 26.6298 26.4116 3.7789 0.009 -0.213 0.041 0.426
H 28.1689 27.1769 4.0792 0.047 -0.049 0.110 0.316
H 27.0075 26.9919 5.4032 0.017 -0.042 0.020 0.384
H 28.4719 24.7080 3.9977 0.233 -0.026 0.121 -0.150
H 29.9809 25.7733 5.5892 -0.069 -0.001 -0.009 -0.604
H 29.4041 24.3480 6.3591 -0.211 0.025 0.297 -0.415
H 28.7272 25.9883 6.7756 -0.167 -0.310 0.239 0.528
H 26.4062 24.1031 4.6891 -0.068 0.003 0.017 0.311
C 27.6922 21.4742 0.8599 -0.217 0.533 -0.033 -1.698
C 28.7815 21.5302 1.9064 0.204 -0.533 0.372 2.038
C 28.2356 21.4749 3.3277 0.611 0.804 -0.245 -0.552
O 29.6541 20.4285 1.6607 -0.222 -0.183 -0.119 -0.671
H 27.2109 20.4969 0.8576 0.229 -0.139 -0.105 0.396
H 28.0956 21.7220 -0.1221 -0.077 -0.265 -0.075 0.414
H 26.8945 22.1930 1.0757 0.170 0.117 0.036 0.329
H 29.3902 22.4423 1.8258 -0.285 0.171 -0.168 -0.875
H 27.6065 20.6046 3.4964 0.049 -0.082 0.145 0.422
H 27.7039 22.4023 3.5597 -0.324 -0.158 -0.112 -0.076
H 29.0991 21.5218 3.9939 -0.193 -0.480 0.246 -0.065
H 30.1655 20.2218 2.4595 0.118 0.266 -0.026 0.308
C 27.3620 19.7906 7.1696 0.741 -0.214 -0.879 -1.228
C 26.9233 21.1690 6.7500 -0.383 0.268 0.929 0.594
C 26.1248 21.8403 7.8803 -0.473 0.557 -0.478 -1.487
O 28.0840 21.9454 6.4624 0.051 -0.002 0.023 -0.035
H 28.1135 19.4228 6.4617 -0.108 0.042 0.014 0.116
H 26.5398 19.0816 7.1048 -0.112 0.024 0.454 0.483
H 27.8600 19.8173 8.1380 -0.316 -0.115 0.193 0.293
H 26.2749 21.1193 5.8684 0.179 -0.106 -0.153 0.286
H 25.4659 21.1592 8.4191 0.177 -0.198 -0.010 0.415
H 25.4653 22.6125 7.4645 0.158 0.013 0.054 0.336
H 26.7894 22.3494 8.5783 0.116 -0.240 0.089 0.252
H 27.7862 22.8426 6.2237 -0.102 -0.093 -0.135 -0.209
O 30.9080 22.0028 6.4727 -0.114 -0.032 -0.237 1.450
H 31.1003 22.9541 6.5022 0.291 0.140 -0.057 -0.356
H 29.9343 21.9316 6.4442 -0.026 -0.084 0.145 -0.100
```
Forces are in eV/Å.


(3)
Entry from OMol25: 2 unconnected molecules or ions with the total composition CH3O2S in a non-equilibrium geometry (ωB97M-V/def2-TZVPD).

Values from the calculation:
**Charge**: -1
**Energy relative to the best compared isomer or geometry (same formula, charge and spin)**: 5.217 eV
**LUMO (spin up / spin down)**: 3.68 / 3.79 eV

The geometry in XYZ format:
```
7
Properties=species:S:1:pos:R:3:forces:R:3:mulliken_charge:R:1
C -0.9515 0.7079 0.0628 0.732 -1.526 0.479 -0.619
O -0.2556 -1.6096 -0.7867 0.160 -1.244 0.069 -0.471
O 1.1708 0.2261 -1.4918 1.368 0.770 -0.689 -0.414
S 0.3016 -0.3160 -0.5039 -1.605 0.733 1.790 0.284
H -0.4180 1.4711 0.6516 -0.667 -0.135 0.007 0.191
H -1.5931 -0.0537 0.6289 0.791 1.501 -0.379 0.163
H 1.7459 -0.4259 1.4391 -0.779 -0.098 -1.278 -0.134
```
Forces are in eV/Å.